Here is one molecule with the formula C4H6O2 in a non-equilibrium geometry from OMol25. Energies are from ωB97M-V/def2-TZVPD.

XYZ file:
```
12
Properties=species:S:1:pos:R:3:forces:R:3:lowdin_charge:R:1
O -1.059 2.145 1.035 -1.54 0.51 -0.99 0.02
O 1.380 0.363 -0.792 0.33 0.76 0.71 0.01
C -0.697 1.613 -0.013 -0.85 0.42 0.46 -0.19
C 0.563 0.924 0.253 -0.85 -0.05 1.19 -0.23
C -0.237 -1.522 -0.371 -0.01 0.04 -0.12 -0.03
C 0.784 -0.536 0.125 -0.27 -0.10 0.17 -0.31
H 0.252 -2.401 -0.805 -0.06 0.15 0.05 0.08
H -0.875 -1.068 -1.134 0.05 -0.06 0.08 0.08
H -0.866 -1.863 0.460 0.12 0.09 -0.14 0.09
H 0.358 1.579 1.338 3.31 -1.59 -1.16 0.21
H -1.261 1.756 -0.936 -0.03 -0.26 -0.15 0.14
H 1.508 -0.941 0.839 -0.19 0.10 -0.08 0.14
```
Forces are in eV/Å.

Values from the calculation:
SMILES string = C[C@H]1O[C@H]1C=O
energy relative to the best compared isomer or geometry (same formula, charge and spin) = 4.056 eV
gap between HOMO and LUMO = 10.3963 eV
E_tot = -306.35723 Ha
highest occupied orbital energy = -10.0 eV